1.
Molecular formula: C14H15Br42F2S2
Method: DFT, wB97M-V/def2-TZVPD

## Properties
Energy above the lowest of the compared OMol25 structures with the same formula, charge and spin in kJ/mol: 247.5
Highest occupied orbital energy in eV: -11.21
Multiplicity: 1
Charge: +1
DFT total energy in eV: -2983635.5981

Atoms and positions in Å:
Br1 -2.5238 -6.1914 -4.2287
Br2 7.0920 -0.2267 0.3386
Br3 1.3964 0.5012 0.7049
Br4 2.7617 3.3887 3.6114
Br5 -1.0347 -7.9203 -1.9532
Br6 3.9049 -0.5928 3.6859
Br7 -0.0488 3.4950 5.1844
Br8 2.3160 1.5765 6.2385
Br9 -8.4647 -3.6997 -4.7357
Br10 3.0071 3.1878 -7.0130
Br11 -2.8543 5.7178 -4.2855
Br12 -5.4289 -4.4553 -5.5083
Br13 9.8957 -1.4349 1.3702
Br14 -6.9805 -2.1498 -7.1397
Br15 3.6243 7.8926 -0.6234
Br16 -2.9408 -2.8251 -7.1606
Br17 2.1347 0.1092 -7.3945
Br18 4.6313 -5.4233 3.2011
Br19 4.4811 -6.7012 0.2467
Br20 -2.2818 1.4525 9.1033
Br21 0.6886 0.3509 9.6927
Br22 0.5382 8.6420 -0.0770
Br23 2.2849 1.3871 -4.4401
Br24 -3.8427 5.7881 3.9370
Br25 -0.8859 -0.5977 7.0459
Br26 -1.9812 -6.0074 1.7395
Br27 -1.2051 -5.4344 4.8142
Br28 0.0639 -3.1871 -6.0540
Br29 -1.3695 -0.3045 -5.9107
Br30 -1.2838 -1.1428 -0.0010
Br31 5.4565 -2.8983 5.3174
Br32 0.6991 -4.3635 2.4454
Br33 5.3535 -3.6226 0.6282
Br34 -4.6187 5.2151 0.8623
Br35 -1.3527 -4.7326 -1.6048
Br36 -1.9385 6.8591 1.5682
Br37 -1.7114 2.8740 -5.2807
Br38 2.4207 -2.1427 6.0900
Br39 0.2905 5.0647 -4.0248
Br40 7.3773 -1.2705 3.3740
Br41 -0.5078 -0.5698 3.0737
Br42 1.6094 5.6680 0.5494
S1 -4.3885 2.5052 -0.2636
S2 -3.3068 2.2529 -2.0797
F1 -5.4383 1.1233 -0.0853
F2 -3.2148 2.2611 1.0103
C1 -2.1332 -6.3599 -2.3305
C2 -0.4254 0.0821 1.2428
C3 -1.2107 -1.9783 -6.8894
C4 8.2853 -0.4585 1.8573
C5 -1.3372 4.7687 -5.0480
C6 -3.7603 6.4400 2.1061
C7 -7.1484 -3.8235 -6.1625
C8 3.7370 -2.2665 4.6631
C9 4.2783 -5.0898 1.3175
C10 -1.0458 -0.0360 8.9015
C11 1.9319 1.7206 -6.3237
C12 1.7917 7.2418 -0.5793
C13 -1.1227 -4.7825 2.9833
C14 1.4786 2.3980 4.6868
H1 1.0975 1.5844 4.0608
H2 3.2302 -4.7829 1.2381
H3 -3.3967 3.3961 -2.8907
H4 -1.4689 -0.8803 9.4558
H5 -4.3265 7.3767 2.0744
H6 1.5367 6.9351 -1.5991
H7 -0.9916 1.0188 1.2112
H8 -1.1678 5.1861 -6.0461
H9 -0.8160 -1.7327 -7.8808
H10 -3.0898 -6.5112 -1.8194
H11 -7.5154 -4.5725 -6.8720
H12 3.3700 -3.0155 3.9537
H13 -1.6890 -3.8458 2.9516
H14 0.8838 2.0275 -6.4031
H15 8.6007 0.5419 2.1716

---

2.
Molecular formula: C14H15BrO11Pd
Method: DFT, wB97M-V/def2-TZVPD

## Properties
Highest occupied orbital energy (spin up / spin down) in eV: 3.76 / 1.54
Multiplicity: 4
Charge: -3
DFT total energy in eV: -110796.5094

Atoms and positions in Å:
Pd1 -0.5847 0.0906 0.2152
Br1 -1.0855 2.3971 1.7040
O1 3.9923 1.8004 -0.4112
O2 -1.3855 0.9730 -1.9465
O3 1.9539 0.8525 0.1527
O4 2.1971 2.9621 0.0091
O5 -0.1814 -1.7706 -0.8733
O6 0.5088 -1.5880 6.6492
O7 -0.5967 -4.3437 6.1716
O8 -0.8100 -3.6649 1.7044
O9 0.3114 -0.9046 2.1804
O10 -3.0604 2.5422 -2.2653
O11 -3.4166 0.5624 -2.9832
C1 -0.3539 -3.5772 5.2470
C2 -2.4772 1.3329 -2.3896
C3 0.9700 -2.7113 -2.9056
C4 -0.0009 -1.7435 3.0883
C5 3.1592 3.8469 -0.5677
C6 4.4044 3.1481 -0.6654
C7 -0.5758 -3.0716 2.8793
C8 -4.4840 1.3060 -3.5996
C9 0.2386 -2.0696 5.4946
C10 0.9043 -1.8667 -1.7023
C11 0.3862 -1.2136 4.3424
C12 -0.6159 -3.9471 3.9005
C13 -4.4051 2.5747 -2.7463
C14 2.6936 1.7909 -0.0171
H1 1.6432 -2.2987 -1.0273
H2 -5.1391 2.3700 -1.9669
H3 -4.3362 1.2927 -4.6795
H4 -4.7653 3.4576 -3.2743
H5 1.0920 -0.8070 -1.8753
H6 -0.9137 -4.9700 3.7238
H7 0.0907 -2.6761 -3.5489
H8 1.7898 -2.4541 -3.5762
H9 1.1688 -3.7348 -2.5875
H10 4.9727 3.3342 -1.5767
H11 -5.4399 0.8359 -3.3684
H12 0.9966 -0.3306 4.4612
H13 5.0759 3.3482 0.1696
H14 2.9296 4.1751 -1.5815
H15 3.1483 4.7502 0.0423

---

3.
Molecular formula: C14H15CdF6N4O10S2
Method: DFT, wB97M-V/def2-TZVPD

## Properties
Energy above the lowest of the compared OMol25 structures with the same formula, charge and spin in kJ/mol: 75.5
Highest occupied orbital energy in eV: -6.51
Multiplicity: 1
Charge: -1
DFT total energy in eV: -83741.0637

Atoms and positions in Å:
Cd1 -0.5268 0.0815 -0.4223
S1 -0.2713 3.6909 -1.5682
S2 -0.6469 1.7405 -3.5060
F1 -1.6031 5.2531 0.0285
F2 1.7255 1.3342 -2.5105
F3 -1.2658 6.1057 -1.9299
F4 1.2983 0.2002 -4.3043
F5 1.7366 2.3186 -4.4387
F6 -2.7584 4.5699 -1.6568
O1 -1.9934 -1.4424 0.0855
O2 -2.6471 1.4855 0.2548
O3 -1.0526 0.7757 -2.4990
O4 -1.2149 1.6283 -4.8081
O5 0.9764 4.3848 -1.5682
O6 2.9303 -0.3033 1.7726
O7 -3.3074 -2.2651 1.6949
O8 3.8212 -4.7507 0.9378
O9 1.5017 0.4678 0.2430
O10 -0.5202 2.7255 -0.5093
N1 0.6328 -2.0165 -1.2302
N2 3.7374 -2.5479 1.4687
N3 -0.6517 0.1567 2.0061
N4 -0.7292 3.2100 -2.9960
C1 -1.3623 1.3943 2.3471
C2 2.0558 -3.4696 0.0073
C3 1.8190 0.0993 1.4193
C4 -2.3477 -1.6182 1.2994
C5 3.2865 -3.6587 0.8380
C6 0.1063 -4.3345 -1.0754
C7 0.7288 0.1604 2.5103
C8 -0.1672 -3.0426 -1.5115
C9 1.2309 -4.5488 -0.2922
C10 1.7226 -2.2403 -0.5095
C11 -1.5566 4.9852 -1.2798
C12 1.1468 1.3780 -3.7049
C13 -2.7164 1.5272 1.6737
C14 -1.4133 -1.0371 2.3853
H1 -2.0068 -0.8655 3.2901
H2 -0.7076 -1.8447 2.5959
H3 -3.3825 0.7155 1.9681
H4 0.9273 1.0645 3.0928
H5 -0.7359 2.2353 2.0381
H6 3.2724 -1.6455 1.4492
H7 -1.5157 1.4566 3.4366
H8 -1.0540 -2.8210 -2.0902
H9 1.4879 -5.5266 0.0924
H10 -3.1662 2.4701 2.0020
H11 -2.0762 2.2147 -0.0458
H12 2.3571 -1.3740 -0.3563
H13 0.8949 -0.6895 3.1737
H14 4.5658 -2.6453 2.0305
H15 -0.5647 -5.1424 -1.3289

---

4.
Molecular formula: C14H15Cl4IrN5O6P2
Method: DFT, wB97M-V/def2-TZVPD

## Properties
Energy above the lowest of the compared OMol25 structures with the same formula, charge and spin in kJ/mol: 0.0
Highest occupied orbital energy in eV: -11.94
Multiplicity: 1
Charge: +1
DFT total energy in eV: -106000.9176

Atoms and positions in Å:
Ir1 -2.0042 1.0866 -1.2230
Cl1 -4.1385 0.9543 -5.7183
Cl2 -1.6778 2.5526 -5.9330
Cl3 -2.9480 3.0928 -1.6767
Cl4 -1.7267 -0.2298 -6.8903
P1 -1.9705 0.0611 1.9740
P2 -2.6361 -1.7310 -0.3777
O1 -3.3867 -0.7371 -1.2245
O2 -1.0579 -1.2434 -0.4794
O3 -2.6844 0.4622 3.3476
O4 -0.6113 -0.4691 2.2524
O5 -2.1583 1.2085 1.0062
O6 -2.7180 -3.1875 -0.5777
N1 -1.5719 0.3796 -3.2750
N2 -2.2103 -2.5639 2.0778
N3 0.2325 1.4184 -1.1736
N4 7.4132 -0.5689 3.6031
N5 2.2693 1.1296 -0.4119
C1 3.3416 0.8461 0.4576
C2 -2.3545 0.9121 -5.6743
C3 5.4532 0.1815 2.1376
C4 1.0967 1.5689 -2.2169
C5 -4.4089 -1.4630 1.7110
C6 2.3627 1.3936 -1.7558
C7 6.5344 -0.2181 2.9596
C8 4.1373 0.0395 2.5807
C9 0.9573 1.1590 -0.1053
C10 -1.9241 0.5506 -4.3589
C11 -2.9277 -1.4394 1.4303
C12 5.7085 0.6927 0.8648
C13 3.0900 0.3618 1.7415
C14 4.6586 1.0300 0.0348
H1 -0.5163 -1.9212 -0.8907
H2 4.8809 1.4356 -0.9385
H3 3.9389 -0.3271 3.5760
H4 -3.3990 1.0932 3.2547
H5 2.0785 0.2222 2.0834
H6 -4.6181 -1.3687 2.7773
H7 -4.8957 -0.6470 1.1780
H8 -4.8486 -2.3892 1.3384
H9 -2.6411 -2.8713 2.9547
H10 -1.2593 -2.1465 2.2737
H11 0.7691 1.7956 -3.2104
H12 -2.1831 -3.3402 1.3888
H13 0.5394 0.9872 0.8667
H14 3.2862 1.4256 -2.2910
H15 6.7275 0.8216 0.5324

---

Q: Which of these has the highest DFT total energy?
A: C14H15CdF6N4O10S2